No. 1
ORCA calculation (ωB97M-V/def2-TZVPD) on a cluster of 2 separate species, C8H19ClIN2O2P in total.

```
34
Properties=species:S:1:pos:R:3:forces:R:3:nbo_charge:R:1
C 5.98758 1.30846 0.08224 0.6 -0.2 1.0 -0.635
C 4.84027 0.60176 0.94833 -0.8 0.2 -0.6 -0.410
C 3.46264 0.35856 0.13509 0.8 1.0 1.1 -0.246
N 2.43268 0.00536 1.19415 0.6 -1.0 -1.8 -0.958
P 0.77382 0.08228 0.55584 1.0 -0.9 1.3 1.115
Cl -1.28120 -0.00697 -0.10916 -0.4 -0.1 -0.4 -0.455
C 0.34724 1.66766 1.50207 -0.7 2.1 -1.2 -0.804
C 1.46114 2.82342 1.27383 2.3 -1.5 4.5 0.439
O 2.32313 2.96250 2.15993 -3.0 0.1 -3.7 -0.510
I 1.46627 4.05221 -0.52803 -0.2 -0.6 0.6 0.080
H 5.61857 1.88427 -0.82561 0.3 -0.9 1.1 0.213
H 6.52962 2.06686 0.75824 -0.8 -1.1 -1.1 0.217
H 6.77013 0.52833 -0.19675 -1.0 1.1 0.0 0.212
H 4.54497 1.27909 1.83154 0.5 -1.2 -1.3 0.228
H 5.15199 -0.43412 1.34476 -0.2 1.7 -0.5 0.200
H 3.16394 1.36050 -0.35153 0.4 -1.6 0.5 0.192
H 3.54639 -0.47172 -0.64973 0.0 1.3 0.8 0.187
H 2.61717 -1.00492 1.35786 -0.3 1.0 0.2 0.366
H 1.20486 0.03126 -0.81703 -0.5 0.4 0.6 0.007
H 0.53721 -1.20256 1.18267 -0.2 1.0 -0.4 0.005
H -0.62087 2.09895 1.07246 1.4 -0.8 0.6 0.269
H 0.17024 1.47968 2.61326 0.8 0.1 -1.5 0.290
C -6.41230 -1.64994 -1.61006 0.2 0.1 0.2 -0.397
N -5.03065 -1.91503 -1.26600 0.0 -0.6 -0.3 -0.436
C -4.31761 -0.96209 -0.43595 0.1 -0.2 -0.1 -0.419
C -4.37847 -3.03157 -1.69711 -0.1 0.3 0.2 0.528
O -3.22256 -3.31136 -1.44389 -0.2 0.2 0.1 -0.618
H -6.46947 -0.70351 -2.15402 -0.2 0.0 0.0 0.194
H -7.00149 -1.57878 -0.69208 -0.2 0.0 -0.1 0.193
H -6.81941 -2.44624 -2.23502 0.1 0.0 0.1 0.210
H -3.44647 -0.59415 -0.98195 -0.2 0.0 0.2 0.225
H -3.97527 -1.46509 0.47150 0.1 0.2 0.0 0.215
H -4.96529 -0.12558 -0.17064 0.0 -0.1 -0.1 0.200
H -5.00882 -3.68751 -2.31921 -0.1 0.0 0.0 0.102
```
Forces are in eV/Å.

Summary:
SMILES string = CCCN[PH2](Cl)CC(=O)I.CN(C)C=O
Strongest force on any atom = 5.30 eV/A
Multiplicity = 1
Molar mass = 368.583 g/mol
E_LUMO = -0.107 eV
Total charge = 0
Kohn-Sham gap = 8.96 eV

---

No. 2
ORCA calculation (ωB97M-V/def2-TZVPD) on the ion C8H16N3 with charge +1.

```
27
Properties=species:S:1:pos:R:3:forces:R:3:nbo_charge:R:1
C -0.31211 0.84327 0.24927 1.9 -0.1 -0.6 0.200
C -1.11300 -0.28538 -0.01682 0.7 -1.3 0.4 -0.161
C 2.18050 -0.63022 -0.58482 -1.2 -0.3 -1.0 0.163
C -3.75620 -0.62660 0.05411 0.7 0.4 -0.8 -0.674
C -2.51268 1.19488 -1.24212 1.2 -0.4 -4.0 -0.701
C -0.50943 -1.60069 0.44624 -0.3 1.1 1.9 -0.617
C 3.35100 0.71544 1.00751 0.2 -2.8 -1.6 -0.466
C -2.41440 -0.04495 -0.45682 -0.1 1.3 1.0 0.284
N 0.97637 1.08945 0.54622 -2.3 2.2 0.3 -0.281
N 2.09389 0.42317 0.29567 4.0 -3.1 -0.5 -0.275
N 3.40485 -1.14505 -0.78312 -1.2 3.0 2.0 -0.783
H -0.82260 1.74486 0.26780 -0.8 1.7 0.4 0.200
H -3.33388 -1.28226 0.82821 -1.5 -0.3 0.0 0.236
H -4.38221 0.28042 0.47596 1.4 -1.8 -0.7 0.264
H -4.41422 -1.12079 -0.75543 1.2 0.5 1.4 0.270
H -3.46341 1.34104 -1.77756 0.3 -0.1 0.4 0.256
H -2.28035 2.08139 -0.71948 -0.1 1.2 0.9 0.241
H -1.64762 1.17095 -2.07228 -2.1 0.1 1.6 0.243
H 0.52376 -1.51493 0.88062 -1.4 0.1 -0.1 0.232
H -1.23008 -1.97078 1.17482 0.3 -0.5 0.2 0.221
H -0.40251 -2.28006 -0.33379 0.0 -1.2 -1.5 0.243
H 3.78225 -0.31036 1.27014 -0.4 1.3 -0.3 0.228
H 4.01026 1.19542 0.30420 0.5 0.5 0.1 0.214
H 3.35287 1.13459 1.93204 -0.8 2.0 2.4 0.238
H 1.21719 2.08076 0.81350 -0.8 -1.5 -0.4 0.424
H 3.52915 -1.90081 -1.39433 0.2 -0.8 -0.9 0.423
H 4.17258 -0.58278 -0.40976 0.4 -1.3 -0.7 0.378
```
Forces are in eV/Å.

Summary:
Strongest force on any atom = 5.07 eV/A
Multiplicity = 1
Energy relative to the best compared isomer or geometry (same formula, charge and spin) = 5.309 eV
Molar mass = 154.237 g/mol
E_LUMO = -4.675 eV
Total charge = +1
Kohn-Sham gap = 7.33 eV

---

No. 3
ORCA calculation (ωB97M-V/def2-TZVPD) on a structure of composition C34H38MgN6O6P2.

```
87
Properties=species:S:1:pos:R:3:forces:R:3:mulliken_charge:R:1
Mg -0.34754 0.94414 1.47343 0.8 -0.8 2.3 2.156
C -1.86505 1.81127 -5.19959 -0.2 -0.2 -0.2 -0.265
C -2.02330 0.49511 -5.02893 -0.8 0.2 -1.0 -0.347
C -1.13506 -0.51861 -5.69859 0.1 -0.3 -0.3 -1.202
C 0.38672 -0.18997 -5.71814 0.1 -0.3 -0.3 -1.176
C 0.90851 0.60925 -4.54859 0.5 0.2 -0.4 0.044
C 0.95790 1.94558 -4.57413 0.4 -0.4 -0.8 -0.203
C 0.49403 2.65451 -5.83584 0.2 0.5 0.1 -1.060
C -0.97545 2.39311 -6.25290 0.1 0.4 -0.3 -0.877
C 1.45332 1.13589 2.56647 -0.1 1.1 -0.1 -1.552
H -2.40214 2.56471 -4.62633 -0.2 -0.4 -0.3 0.232
H -2.96776 0.07961 -4.63536 0.8 0.4 0.5 1.151
H -1.45064 -0.65863 -6.75511 0.1 -0.1 0.5 0.400
H -1.26558 -1.49077 -5.19652 -0.1 0.2 -0.2 0.333
H 0.93365 -1.15152 -5.74996 -0.2 0.4 0.0 0.457
H 0.61513 0.31392 -6.67726 0.0 -0.1 0.6 0.243
H 1.40968 0.01231 -3.78945 -0.2 0.5 -0.2 0.729
H 1.46578 2.54575 -3.81218 -0.3 -0.4 -0.1 0.474
H 1.11143 2.34946 -6.70397 0.0 0.2 0.6 0.318
H 0.62002 3.73808 -5.71317 0.1 -0.3 0.0 0.348
H -1.40412 3.37007 -6.53199 0.1 -0.4 0.0 0.430
H -1.00532 1.78226 -7.17365 0.0 0.1 0.5 0.270
H 1.16166 1.77532 3.41150 0.3 -0.1 0.0 0.365
H 2.26631 1.64123 2.03718 0.1 -0.1 0.3 0.431
H 1.85341 0.19200 2.95760 -0.3 -0.1 -0.1 0.467
P 1.67478 -0.27541 -0.09293 2.5 0.0 -0.8 -0.166
P -1.35345 -0.95099 -0.04372 -3.2 0.1 -1.3 -0.701
N 2.78398 0.93211 -0.77061 -0.6 0.3 -0.1 0.750
N 2.91885 -1.49329 0.28684 0.0 0.2 0.7 0.535
N -1.98798 0.50659 -0.83992 0.3 0.1 -0.3 0.424
N -2.91496 -1.78321 -0.00071 0.8 -0.2 1.1 0.469
C 0.97622 -0.98976 -1.59431 -0.1 -0.3 -0.5 -0.673
C -0.38730 -1.69681 -1.40779 0.3 -0.5 0.1 -0.868
C 2.81467 2.27305 -0.36228 0.7 0.0 -0.5 -0.452
C 3.84125 2.91948 -1.02894 -0.8 -0.6 0.2 -0.855
C 4.43034 1.97342 -1.92402 -0.7 -0.7 0.3 -0.758
C 3.75833 0.77078 -1.75680 0.2 0.6 0.1 -0.494
C 3.82806 -1.32729 1.34337 -0.1 -0.8 -0.2 -0.584
C 4.55189 -2.49814 1.50543 -0.6 0.7 -0.3 -0.655
C 4.09839 -3.42278 0.51244 -0.8 0.8 -0.3 -0.631
C 3.09750 -2.78595 -0.20969 0.4 -0.1 0.5 -0.433
C -1.98290 1.82268 -0.34222 -0.1 -0.4 -0.7 -0.242
C -2.57989 2.64035 -1.29257 0.1 -0.4 0.4 -1.353
C -3.03458 1.81036 -2.34951 0.6 -0.7 0.4 -1.003
C -2.60278 0.51855 -2.08038 -0.1 1.0 0.7 -0.117
C -3.91244 -2.17506 -0.89524 -0.6 -0.7 0.3 -0.266
C -4.87744 -2.90912 -0.19857 1.4 0.7 -0.2 -0.618
C -4.45600 -2.97641 1.16733 0.9 0.7 -0.3 -0.782
C -3.27910 -2.25905 1.26948 -0.7 -0.6 -0.6 -0.282
H 1.70563 -1.65701 -2.07137 -0.3 0.2 -0.2 1.274
H 0.85544 -0.11975 -2.24773 -0.2 -0.2 0.4 -0.811
H -0.91988 -1.74605 -2.36977 0.0 0.0 0.4 0.353
H -0.21890 -2.73532 -1.07283 -0.1 0.2 -0.1 0.453
H 2.09992 2.64944 0.35521 0.2 -0.1 -0.1 0.450
H 4.12452 3.95401 -0.89381 -0.1 -0.1 0.0 0.434
H 5.23727 2.16984 -2.61958 -0.1 -0.2 0.1 0.442
H 3.88084 -0.17844 -2.26146 0.1 0.1 0.2 0.476
H 3.86568 -0.39771 1.89224 0.0 -0.1 -0.1 0.475
H 5.29558 -2.68575 2.27195 -0.1 0.1 -0.2 0.433
H 4.43939 -4.44066 0.36935 -0.1 0.2 -0.1 0.426
H 2.49368 -3.13965 -1.03032 0.1 -0.1 0.1 0.405
H -1.81560 2.04527 0.71764 -0.4 0.2 -0.4 0.670
H -2.66664 3.71942 -1.25468 -0.2 -0.2 0.2 0.473
H -3.58856 2.12056 -3.22461 0.1 -0.1 0.3 0.943
H -2.66491 -0.38131 -2.67506 0.0 0.3 0.3 0.315
H -3.87394 -1.91066 -1.94038 0.0 -0.1 0.1 0.404
H -5.77338 -3.35811 -0.60012 0.1 0.1 -0.2 0.438
H -4.93835 -3.48756 1.98571 -0.1 0.1 -0.1 0.480
H -2.65723 -2.02179 2.11308 0.0 -0.1 0.3 0.495
O -1.88235 -1.54370 3.84906 0.4 1.3 -0.4 -0.795
C -1.42153 -0.40478 4.04611 -0.2 -0.7 -0.3 0.292
O -1.35575 0.58512 3.21067 0.0 -0.8 0.4 -1.089
C -0.90089 -0.26157 5.48571 0.3 0.1 0.8 0.509
C 0.32565 0.31034 5.85983 0.1 0.1 0.7 -0.497
C 0.72626 0.31866 7.22606 -1.6 -0.8 -0.8 -0.031
C -0.06921 -0.22980 8.23530 -0.5 0.0 -0.2 -0.381
C -1.27222 -0.83889 7.84200 1.1 0.9 -1.6 -0.330
C -1.66252 -0.89899 6.48616 0.3 0.2 0.5 -0.280
N -2.15467 -1.39703 8.82343 -2.0 -1.3 1.9 0.974
O -1.84933 -1.33577 10.03198 -0.3 0.0 -2.3 -0.591
O -3.20893 -1.92339 8.40517 1.9 0.9 0.9 -0.592
N 1.98089 0.89548 7.63929 2.4 1.1 1.1 0.958
O 2.76463 1.36889 6.79152 -1.7 -1.0 1.4 -0.597
O 2.21880 0.88456 8.87111 -0.3 0.1 -2.4 -0.596
H 1.00916 0.72597 5.12502 -0.2 0.0 0.1 0.480
H 0.22719 -0.16109 9.28511 -0.2 -0.1 -0.5 0.572
H -2.55680 -1.46102 6.22381 0.2 0.3 0.0 0.554
```
Forces are in eV/Å.

Summary:
Strongest force on any atom = 3.44 eV/A
Multiplicity = 1
Energy relative to the best compared isomer or geometry (same formula, charge and spin) = 0.000 eV
Molar mass = 712.967 g/mol
E_LUMO = -0.844 eV
Total charge = 0
Kohn-Sham gap = 7.46 eV